Record 1
Density functional theory data (ωB97M-V/def2-TZVPD) for the ion C5H12ClN5 with charge +2.

Geometry as XYZ:
```
23
C5H12ClN5 | the Open Molecules 2025 dataset | ωB97M-V/def2-TZVPD
C -1.6994 1.2678 -0.1681
C 0.1824 0.3701 1.2004
C -1.3642 -1.1362 -0.6988
C 2.2013 -1.4774 -1.3438
C 1.5452 -1.4939 0.1173
N -0.9443 1.2505 0.9983
N -1.8545 0.1885 -0.9344
N 0.4821 -0.5020 0.2722
N -2.1358 2.5140 -0.5489
N 1.0524 0.8346 2.1279
Cl -2.1512 -2.2335 0.3595
H -0.6916 -1.6450 -1.5193
H 3.0995 -2.1484 -1.3689
H 1.5785 -1.7697 -2.0744
H 2.5332 -0.5558 -1.5409
H 1.3672 -2.5274 0.4448
H 2.4320 -1.1947 0.7733
H -1.1457 1.9382 1.7123
H -2.2975 0.2561 -1.8331
H -2.1017 3.2920 0.0946
H -2.7863 2.8354 -1.2759
H 0.7654 1.5442 2.6950
H 1.9332 0.3926 2.5108
```

Values from the calculation:
Spin multiplicity: 3
HOMO energy (alpha / beta) in eV: -15.27 / -18.50
Charge: +2
F_max in eV/A: 5.083
Electronic energy in eV: -25331.00954

=====

Record 2
Density functional theory data (ωB97M-V/def2-TZVPD) for a structure of composition C32H78F9NNbO23P6S2.

Geometry as XYZ:
```
152
C32H78F9NNbO23P6S2 | the Open Molecules 2025 dataset | ωB97M-V/def2-TZVPD
C -0.6360 5.8868 3.1378
O -1.2373 4.5845 2.7974
C -1.2783 4.3512 1.3454
C -2.6632 3.5861 0.8297
C -2.2059 2.7322 -0.5339
C -1.9228 3.8097 -1.7367
C -1.1070 3.1698 -3.0356
C 0.2883 2.5216 -2.4734
C 1.5639 2.6535 -3.5476
C 2.7853 1.7610 -2.8425
C 4.2376 1.9331 -3.5505
Nb 6.0677 1.8905 -2.2192
C 6.7428 -0.0359 -3.2204
C 5.6949 -1.2792 -3.1984
C 6.3525 -2.5614 -4.0513
C 7.5611 -3.1387 -3.1087
C 7.4774 -4.7736 -2.8114
F 8.8848 -5.2590 -3.0929
F 6.6425 -5.5126 -3.8012
C 7.2102 -5.1610 -1.2484
F 7.9006 -4.2613 -0.2607
F 7.8547 -6.5125 -1.0407
S 5.4439 -5.3265 -0.7043
F 4.8139 -4.2685 -1.8859
F 5.6702 -3.9856 0.3911
F 5.9611 -6.3510 0.6160
F 5.1393 -6.7462 -1.6098
F 3.8529 -5.4642 -0.0652
C 7.3466 2.9918 -3.8176
C 8.8475 3.4187 -3.2153
C 9.7849 2.1315 -2.8285
N 10.2274 1.9875 -1.3613
O 10.1828 1.1575 -3.6517
C 5.7257 3.9255 -1.2825
P 4.2807 4.9766 -1.8879
O 2.8396 4.5555 -1.2971
O 4.2477 5.3416 -3.5960
O 4.5399 6.5723 -1.1301
P 4.8499 0.6392 -0.2949
O 6.1235 -0.1381 0.6694
O 3.6948 -0.5315 -0.8321
S 3.9171 1.8344 0.9312
H -0.0825 6.4093 2.2194
H -1.5207 6.5981 3.4674
H 0.2085 5.7898 3.9753
H -0.3265 3.7137 1.0496
H -1.2190 5.3445 0.6945
H -3.5127 4.3868 0.5809
H -3.0628 2.8093 1.6435
H -3.0697 1.9517 -0.7883
H -1.2786 2.0981 -0.2038
H -1.3137 4.7642 -1.4123
H -2.9904 4.2139 -2.0816
H -0.9828 4.0000 -3.8501
H -1.8185 2.3420 -3.5118
H 0.0837 1.3634 -2.3117
H 0.5804 3.0880 -1.4882
H 1.2619 2.1685 -4.5686
H 1.8867 3.7987 -3.6456
H 2.7277 1.9857 -1.6991
H 2.4448 0.6267 -2.9939
H 4.3554 0.9945 -4.2832
H 4.1689 2.8554 -4.3054
H 7.5765 1.7582 -1.1645
H 6.9814 0.1941 -4.3674
H 7.7898 -0.3705 -2.7616
H 4.6227 -1.0615 -3.6115
H 5.6662 -1.6814 -2.0743
H 6.7586 -2.2455 -5.1024
H 5.4574 -3.2930 -4.2288
H 8.5708 -2.9188 -3.7080
H 7.6804 -2.5043 -2.1042
H 6.8491 4.0272 -4.1259
H 7.5578 2.3194 -4.7517
H 9.4731 4.0610 -4.0011
H 8.7283 4.0589 -2.2190
H 10.1858 0.9855 -1.0682
H 11.1925 2.3681 -1.2238
H 5.6533 3.8829 -0.0907
H 6.7129 4.5731 -1.4730
H 3.2939 5.6043 -3.8343
H 3.7779 6.7478 -0.4719
H 5.6107 -0.7134 1.3230
H 3.6356 -1.2127 -0.0967
C 0.8377 -4.1747 -0.3767
O 0.5486 -3.5834 0.8780
P -1.1175 -3.7469 1.3144
O -1.2904 -2.2355 1.1296
O -0.6822 -4.0775 2.8761
C 0.5941 -3.7302 3.3894
O -2.7836 -3.9105 1.7507
C -3.2462 -3.2720 2.9300
H 1.8937 -4.0129 -0.6071
H 0.6403 -5.2499 -0.3313
H 0.2248 -3.7148 -1.1563
H 0.8949 -2.7254 3.0955
H 1.3319 -4.4688 3.0511
H 0.5576 -3.7693 4.4821
H -2.8896 -2.2421 2.9935
H -2.9316 -3.8354 3.8112
H -4.3393 -3.2665 2.9093
C -7.8769 -1.1641 6.9381
O -6.7510 -1.3728 7.7726
P -5.2795 -1.5031 6.8723
O -5.2045 -2.9855 7.2536
O -4.4967 -0.5890 8.0078
C -5.0106 -0.4190 9.3193
O -3.8080 -1.6335 5.9719
C -2.6110 -1.9531 6.6629
H -8.7735 -1.1197 7.5613
H -7.7659 -0.2181 6.3998
H -7.9730 -1.9893 6.2276
H -5.3743 -1.3547 9.7418
H -5.8104 0.3323 9.2985
H -4.2125 -0.0407 9.9648
H -2.7591 -2.7827 7.3570
H -2.2389 -1.0760 7.1968
H -1.8569 -2.2405 5.9252
C -8.1272 3.1305 0.6625
O -7.6405 4.4569 0.5554
P -7.7771 5.0802 -1.0526
O -6.2495 5.0470 -1.1705
O -8.2641 6.5426 -0.4509
C -8.0149 6.9219 0.8934
O -7.9136 5.7035 -2.6607
C -7.3664 6.9808 -2.9464
H -7.9869 2.7860 1.6901
H -9.1935 3.1087 0.4183
H -7.5751 2.4744 -0.0155
H -7.0004 6.6793 1.2068
H -8.7486 6.4337 1.5476
H -8.1511 8.0035 0.9859
H -6.3613 7.0868 -2.5337
H -8.0190 7.7654 -2.5574
H -7.3160 7.0958 -4.0325
C -5.3945 -4.6800 1.0829
O -6.2524 -5.5922 0.4200
P -5.5057 -6.3097 -0.9659
O -6.4728 -5.5291 -1.8624
O -6.1636 -7.7751 -0.5692
C -7.2779 -7.8868 0.3020
O -4.7590 -7.0271 -2.3518
C -5.5338 -7.8790 -3.1803
H -5.9319 -4.2418 1.9276
H -4.5112 -5.2084 1.4538
H -5.0932 -3.8846 0.3963
H -8.0490 -7.1507 0.0782
H -6.9358 -7.7847 1.3398
H -7.7150 -8.8834 0.1899
H -6.5095 -7.4422 -3.4019
H -5.6561 -8.8554 -2.7065
H -4.9924 -8.0280 -4.1184
```

Values from the calculation:
HOMO energy in eV: -5.49
Charge: -1
F_max in eV/A: 9.926
Electronic energy in eV: -186415.80722

=====

Record 3
Density functional theory data (ωB97M-V/def2-TZVPD) for a structure of composition C10H5BrIrNO5.

Geometry as XYZ:
```
23
C10H5BrIrNO5 | the Open Molecules 2025 dataset | ωB97M-V/def2-TZVPD
O -0.9822 -6.0910 -0.4082
C -0.5373 -5.1904 -0.9603
Ir 0.6746 -0.3408 -1.3917
O 2.1571 -2.0028 0.7442
C 1.5740 -1.4723 -0.1090
C 2.2825 0.7138 -1.3542
O 3.3343 1.1929 -1.4021
C 0.5301 2.9749 -2.3745
O -0.3983 3.3383 -2.9334
C 0.9163 -0.9015 -3.2036
O 1.1696 -1.2598 -4.2791
H 0.5083 -1.8585 -1.0924
Br -2.7794 -1.2303 2.9815
C -1.7088 0.0755 2.1353
C -1.5010 1.3380 2.7122
C -0.6805 2.2440 2.0302
C -0.0648 1.8508 0.8258
N -0.2350 0.6224 0.3249
C -1.1045 -0.2211 0.9160
H -1.9816 1.5810 3.6665
H -0.4999 3.2563 2.4380
H 0.5870 2.5507 0.3024
H -1.2605 -1.1701 0.4318
```

Values from the calculation:
Spin multiplicity: 5
HOMO energy (alpha / beta) in eV: -13.25 / -17.33
Charge: +2
F_max in eV/A: 6.834
Electronic energy in eV: -95034.58940

=====

Record 4
Density functional theory data (ωB97M-V/def2-TZVPD) for a structure of composition C40H43BiCl2N6O2S2Te.

Geometry as XYZ:
```
97
C40H43BiCl2N6O2S2Te | the Open Molecules 2025 dataset | ωB97M-V/def2-TZVPD
Bi -0.0902 -0.4025 0.0025
S 4.3217 -3.9917 -1.7970
C 5.3596 -5.3301 -2.0041
C 5.5940 -5.9724 -0.8290
C 4.9118 -5.3667 0.2611
C 4.1771 -4.2783 -0.1059
C 3.3597 -3.4132 0.7595
C 2.3750 -2.5822 0.2121
N 1.6039 -1.7916 0.9355
C 1.7969 -1.7116 2.2747
C 2.7328 -2.5190 2.9174
C 2.8994 -2.4073 4.3457
C 2.2055 -1.4957 5.0519
C 1.2827 -0.6028 4.3956
C 0.5878 0.4089 5.0748
C -0.2489 1.2729 4.4027
C -0.3643 1.0841 3.0116
N 0.2531 0.1187 2.3591
C 1.0744 -0.7244 3.0260
C -0.9836 2.3499 5.0777
C -0.9347 2.6951 6.3973
C -1.7913 3.7797 6.7215
C -2.4781 4.2330 5.6384
S -2.0873 3.3608 4.2294
C 3.5062 -3.3825 2.1301
H 5.7577 -5.5580 -2.9810
H 6.2288 -6.8419 -0.7392
H 4.9673 -5.7409 1.2753
H 2.2077 -2.5747 -0.8578
H 3.6071 -3.0650 4.8353
H 2.3437 -1.4045 6.1223
H 0.7352 0.5129 6.1434
H -0.9451 1.7716 2.4050
H -0.3021 2.2064 7.1266
H -1.8890 4.2018 7.7107
H -3.1896 5.0429 5.5918
H 4.2486 -4.0068 2.6131
N -2.0156 -1.7355 1.3418
C -3.1182 -0.8250 1.7203
C -3.7247 -0.2479 0.4566
C -4.3345 1.1270 0.6961
C -3.2353 2.1839 0.7625
N -2.4596 2.1998 -0.4885
H -2.3611 -2.4437 0.6985
H -1.6741 -2.2256 2.1636
H -2.6844 -0.0247 2.3266
H -3.8664 -1.3274 2.3354
H -4.4431 -0.9426 0.0155
H -2.9290 -0.1103 -0.2868
H -4.9128 1.1440 1.6245
H -5.0333 1.3641 -0.1100
H -2.5336 1.9245 1.5635
H -3.6678 3.1497 1.0390
H -1.6693 2.8310 -0.4246
H -3.0356 2.5429 -1.2494
N -0.3295 -2.5652 -1.3431
C 0.1409 -3.2676 -2.1441
N 0.6790 -4.0227 -3.0482
C 0.8332 -5.4887 -2.8578
C -0.0955 -6.2207 -3.8123
C 0.1644 -5.7784 -5.2533
C -0.0151 -4.2643 -5.3938
C 0.8898 -3.5135 -4.4296
H 0.6441 -5.7263 -1.8130
H 1.8781 -5.7186 -3.0781
H -1.1316 -5.9951 -3.5422
H 0.0479 -7.2958 -3.6928
H -0.5122 -6.2971 -5.9321
H 1.1832 -6.0591 -5.5414
H -1.0559 -3.9940 -5.1852
H 0.2100 -3.9343 -6.4093
H 0.6969 -2.4416 -4.4308
H 1.9442 -3.6777 -4.6652
C -0.1212 0.4899 -4.9486
Te -0.4130 0.8322 -2.8712
C -2.1921 -0.3277 -3.1022
C -2.0577 -1.0257 -4.4353
C -2.9399 -2.0431 -4.7976
C -2.8655 -2.6177 -6.0566
C -1.9052 -2.1809 -6.9638
C -1.0129 -1.1856 -6.6024
C -1.0788 -0.6098 -5.3344
H 0.9195 0.2440 -5.1478
H -0.3491 1.4409 -5.4287
H -3.0410 0.3515 -3.0613
H -2.2800 -1.0445 -2.2842
H -3.7016 -2.3691 -4.0982
H -3.5605 -3.3995 -6.3356
H -1.8535 -2.6170 -7.9531
H -0.2649 -0.8457 -7.3104
Cl 2.8015 2.6318 2.3803
C 2.5080 2.9143 0.6351
Cl 1.9494 4.5384 0.3272
C 1.5008 1.8653 0.1783
O 0.2784 2.0944 0.2397
O 1.9578 0.7262 -0.1748
H 3.4589 2.7641 0.1403
```

Values from the calculation:
HOMO energy in eV: -12.74
Charge: +2
F_max in eV/A: 0.667
Electronic energy in eV: -115051.20708

=====

Record 5
Density functional theory data (ωB97M-V/def2-TZVPD) for a structure of composition C2H2FO2V.

Geometry as XYZ:
```
8
C2H2FO2V | the Open Molecules 2025 dataset | ωB97M-V/def2-TZVPD
V 0.2294 1.0237 -1.3202
F -0.7574 1.5396 -2.6966
O -0.2767 1.2220 0.5418
C -0.2849 0.0503 1.0548
C 0.3525 -1.0036 0.3399
O 0.7839 -0.7731 -0.8413
H -0.6158 -0.0968 2.0912
H 0.5690 -1.9620 0.8303
```

Values from the calculation:
Spin multiplicity: 5
HOMO energy (alpha / beta) in eV: -7.95 / -11.34
F_max in eV/A: 1.675
Electronic energy in eV: -34606.21517

=====

Record 6
Density functional theory data (ωB97M-V/def2-TZVPD) for a cluster of 8 separate species, C24H34N6O2 in total.

Geometry as XYZ:
```
66
C24H34N6O2 | the Open Molecules 2025 dataset | ωB97M-V/def2-TZVPD
C 3.3213 1.5229 -2.5918
C 3.9812 2.7342 -2.2424
C 4.2529 2.6204 -0.9068
N 3.6893 1.4581 -0.4103
C 3.1465 0.7639 -1.4481
H 2.8322 1.3646 -3.5146
H 4.2578 3.5798 -2.9109
H 4.6729 3.3626 -0.2107
H 3.6850 1.2809 0.5746
H 2.6606 -0.1902 -1.2684
C -0.6803 0.8490 3.8016
C -0.6622 -0.4542 3.2846
C -1.0582 -0.3753 1.9836
N -1.4659 0.8777 1.7120
C -1.2273 1.6429 2.8261
H -0.5033 1.1760 4.8120
H -0.2685 -1.3392 3.7751
H -1.1107 -1.1867 1.2773
H -1.7483 1.2896 0.8237
H -1.4849 2.6728 2.8533
C -0.4570 2.6481 -1.2947
C -1.7115 3.1653 -0.8176
C -1.4373 4.0268 0.1861
N -0.0863 4.0976 0.3788
C 0.5118 3.2958 -0.5679
H -0.2659 1.8142 -1.9514
H -2.7133 3.0019 -1.1684
H -2.1860 4.6411 0.6689
H 0.4093 4.7012 1.0451
H 1.5729 3.1528 -0.5131
C -5.2242 0.9742 -1.5843
C -4.9628 0.7776 -0.2076
C -4.2472 -0.3834 -0.0798
N -3.9369 -0.8492 -1.3330
C -4.5085 -0.0036 -2.2588
H -5.9137 1.7200 -2.0012
H -5.2717 1.3953 0.6320
H -3.7670 -0.7591 0.8000
H -3.1669 -1.4871 -1.4807
H -4.2634 -0.1525 -3.2907
C -2.3643 -3.8954 -0.2255
C -1.9870 -4.4237 -1.5110
C -0.9181 -5.2360 -1.2329
N -0.5734 -5.2326 0.0990
C -1.4924 -4.3966 0.7079
H -3.1738 -3.1808 0.0434
H -2.3951 -4.1941 -2.4707
H -0.3319 -5.8154 -1.9495
H 0.1383 -5.7739 0.5260
H -1.4376 -4.2905 1.7843
C 4.3566 -0.3347 2.4612
C 3.5054 0.8133 2.7902
C 2.3226 0.6371 2.1602
N 2.3872 -0.5672 1.4517
C 3.6409 -1.1522 1.5976
H 5.3402 -0.3987 2.9402
H 3.6764 1.5642 3.5577
H 1.3898 1.1578 2.1768
H 1.7135 -0.9311 0.8223
H 3.8497 -2.1243 1.2387
O 1.5465 -1.6489 -3.6263
H 2.2123 -1.6402 -4.3260
H 1.4695 -0.7074 -3.3598
O 0.9473 -2.3595 -0.6867
H 1.2605 -2.2494 -1.6166
H 0.2525 -3.0468 -0.7335
```

Values from the calculation:
HOMO energy in eV: -8.10
SMILES: c1cc[nH]c1.c1cc[nH]c1.c1cc[nH]c1.c1cc[nH]c1.c1cc[nH]c1.c1cc[nH]c1.O.O
F_max in eV/A: 2.844
Electronic energy in eV: -38473.56921

=====

Record 7
Density functional theory data (ωB97M-V/def2-TZVPD) for a structure of composition C23H69N10O14V.

Geometry as XYZ:
```
117
C23H69N10O14V | the Open Molecules 2025 dataset | ωB97M-V/def2-TZVPD
O 13.5549 25.8306 -18.7040
V 14.0973 24.7317 -19.6644
O 12.8747 23.6464 -19.7319
C 17.5149 25.4738 -17.4562
C 17.2248 24.1080 -18.2029
C 17.9186 22.8993 -17.5217
O 15.8960 23.8818 -18.5704
H 18.5077 25.4910 -17.0065
H 16.9066 25.5621 -16.5561
H 17.3472 26.2935 -18.1549
H 17.7276 24.1630 -19.1684
H 19.0083 22.9145 -17.4985
H 17.6666 21.9128 -17.9107
H 17.5224 22.8623 -16.5070
C 12.3482 26.5520 -22.1053
O 12.8624 25.7070 -21.3503
N 12.8903 26.8905 -23.2694
N 11.2212 27.1932 -21.8153
H 12.4003 27.5114 -23.8976
H 13.6337 26.3683 -23.7108
H 11.0333 28.0685 -22.2828
H 10.6792 26.8687 -21.0272
C 10.0483 22.5609 -22.2351
O 9.2381 22.1538 -23.0426
N 11.1029 21.9481 -21.7809
N 10.0097 23.7457 -21.7523
H 11.7403 22.3931 -21.1361
H 11.2987 20.9989 -22.0650
H 9.1585 24.2436 -21.9705
H 10.6821 24.1479 -21.1150
C 15.8441 27.5621 -20.9390
O 15.4743 26.5518 -20.3923
N 17.0031 28.1079 -20.7147
N 15.1377 28.3798 -21.6493
H 17.1730 29.0339 -21.0805
H 17.7245 27.6103 -20.2126
H 15.6061 29.1805 -22.0489
H 14.2324 28.0454 -21.9469
C 13.4448 19.9024 -21.5660
O 12.9860 19.5025 -22.5884
N 13.1698 19.5946 -20.3298
N 14.5393 20.5956 -21.5273
H 13.6023 20.0865 -19.5610
H 12.6600 18.7934 -19.9858
H 15.0690 20.7645 -20.6841
H 14.9697 20.5307 -22.4387
C 15.8071 24.1345 -22.7543
O 15.0996 23.8023 -21.7893
N 17.0378 24.4729 -22.6647
N 15.4180 24.1496 -24.0031
H 17.4381 24.6606 -23.5729
H 17.4759 24.7384 -21.7942
H 15.9935 24.3808 -24.8002
H 14.4998 23.7390 -24.0956
C 13.0353 32.4591 -20.3860
C 12.5826 31.0211 -20.3594
O 11.1551 31.0034 -20.4876
H 14.1161 32.5664 -20.2939
H 12.6067 32.9874 -19.5343
H 12.5534 32.9411 -21.2366
H 12.9362 30.3749 -19.5560
H 12.9635 30.5341 -21.2571
H 10.8904 31.3930 -19.6510
C 14.7864 19.5685 -17.0765
C 14.5794 21.1210 -17.1971
O 14.8006 21.3767 -18.5595
H 15.8510 19.3369 -17.0409
H 14.5234 19.0400 -17.9929
H 14.3386 19.0494 -16.2291
H 15.3453 21.6820 -16.6616
H 13.5834 21.4052 -16.8574
H 15.3662 22.1508 -18.5120
C 13.8360 25.2305 -15.0399
C 14.0224 23.7610 -15.1872
O 14.0056 23.1907 -13.9059
H 13.5369 25.6018 -16.0201
H 14.7804 25.6082 -14.6480
H 13.0325 25.3410 -14.3118
H 15.0440 23.6634 -15.5546
H 13.2313 23.3169 -15.7914
H 14.7886 23.5534 -13.4852
C 13.2684 24.4281 -26.4129
C 12.2361 24.1052 -25.2796
C 11.0932 23.3338 -25.8242
O 12.7746 23.3463 -24.2355
H 14.0293 25.0046 -25.8868
H 12.7689 25.0734 -27.1356
H 13.8041 23.5787 -26.8369
H 11.7820 24.9859 -24.8255
H 10.4252 22.9711 -25.0430
H 11.5070 22.4049 -26.2166
H 10.5736 23.9462 -26.5612
H 12.3053 23.4055 -23.4001
C 15.1790 28.3594 -16.2633
C 13.9247 29.2173 -16.5290
C 12.7107 28.4279 -16.4555
O 13.8151 30.2307 -15.6274
H 15.4552 28.1144 -15.2377
H 16.1087 28.7963 -16.6277
H 15.1223 27.4581 -16.8737
H 14.0613 29.7272 -17.4826
H 11.9221 29.0033 -16.9404
H 12.3755 28.0873 -15.4759
H 12.7082 27.5264 -17.0683
H 13.9255 29.8181 -14.7676
C 9.4498 28.2267 -18.6923
C 10.0535 26.7968 -18.7127
C 9.8634 26.1501 -17.3500
O 9.5043 26.0574 -19.7004
H 9.9588 28.9229 -18.0258
H 8.4063 27.9987 -18.4750
H 9.5649 28.6615 -19.6852
H 11.1246 26.8978 -18.8879
H 10.2274 25.1325 -17.2086
H 8.8103 26.2507 -17.0875
H 10.5286 26.5426 -16.5808
H 8.8049 25.4983 -19.3543
```

Values from the calculation:
HOMO energy in eV: -8.41
F_max in eV/A: 6.400
Electronic energy in eV: -94225.09370